Entry from the OMol25 dataset: 11 unconnected molecules or ions with the total composition C35H70O13 at a distorted geometry (ωB97M-V/def2-TZVPD).

```
118
Properties=species:S:1:pos:R:3:lowdin_charge:R:1
O -0.467 -2.714 -7.498 0.0848
C -0.132 -3.321 -6.493 -0.6124
O -0.424 -3.312 -5.193 -0.0319
C -1.540 -2.370 -4.907 -0.1859
C -1.675 -2.285 -3.323 -0.0546
C 0.838 -4.456 -6.712 -0.0456
H -2.523 -2.786 -5.380 0.1539
H -1.315 -1.537 -5.478 0.0755
H -0.577 -2.143 -2.881 0.0951
H -2.141 -3.227 -3.114 0.0454
H -2.540 -1.454 -3.201 0.1185
H 1.811 -3.769 -6.997 0.1319
H 0.540 -5.326 -7.471 0.1090
H 1.181 -5.243 -5.784 0.1246
O 3.849 -2.774 -0.603 -0.0035
C 2.971 -3.682 -0.308 -0.3774
O 3.261 -4.615 0.656 -0.0287
C 4.395 -4.630 1.417 -0.2019
C 4.640 -3.363 2.345 -0.0221
C 1.710 -3.931 -1.152 0.0158
H 5.250 -4.654 0.649 0.1525
H 4.495 -5.480 1.897 0.0646
H 4.603 -2.381 1.902 0.0564
H 5.594 -3.359 2.768 0.0542
H 3.902 -3.273 3.096 0.0386
H 2.027 -4.301 -2.112 0.0718
H 0.837 -3.227 -1.578 0.1119
H 1.075 -4.653 -0.633 0.0706
C 2.917 5.341 -1.450 -0.0307
C 1.621 5.515 -0.597 -0.3830
O 0.844 6.547 -0.706 0.0046
C 1.348 4.474 0.452 -0.0388
H 2.985 6.031 -2.387 0.1113
H 3.223 4.436 -2.040 0.0841
H 3.664 5.494 -0.772 0.0283
H 1.989 4.429 1.284 0.0557
H 1.066 3.351 0.143 0.1126
H 0.509 4.859 1.006 0.0595
C -2.005 2.585 -3.734 -0.0371
C -2.515 3.887 -3.251 -0.3547
O -3.435 4.585 -4.013 -0.0939
C -2.188 4.428 -1.871 -0.0102
H -1.134 2.323 -3.005 0.1011
H -1.842 2.711 -4.785 0.0731
H -2.648 1.633 -3.575 0.1115
H -2.597 5.334 -1.587 0.0615
H -1.212 4.602 -1.973 0.0255
H -2.537 3.702 -0.999 0.1301
C 6.808 2.062 -1.598 -0.0455
C 7.109 0.623 -1.172 -0.4088
O 8.389 0.285 -1.093 -0.0487
C 5.945 -0.317 -0.888 -0.0322
H 6.795 2.346 -2.716 0.1168
H 7.457 2.737 -1.030 0.0791
H 5.805 2.274 -1.173 0.0590
H 5.246 0.347 -0.441 0.0320
H 6.175 -1.331 -0.397 0.1089
H 5.736 -0.522 -1.995 0.1276
C -0.395 0.011 0.110 -0.0185
C 0.959 0.582 -0.324 -0.3843
O 0.809 1.528 -1.225 -0.0516
C 2.220 0.226 0.323 -0.0043
H -0.507 0.010 1.163 0.0414
H -0.171 -1.044 -0.270 0.0939
H -1.342 0.308 -0.337 0.0759
H 2.364 -0.835 0.498 0.0830
H 2.416 0.583 1.257 0.0409
H 2.984 0.776 -0.267 0.0985
C -4.180 3.315 2.030 -0.0569
C -2.724 3.857 1.988 -0.3754
O -2.567 5.172 1.971 -0.0333
C -1.659 2.824 1.734 -0.0019
H -4.489 2.918 3.117 0.1212
H -4.343 2.517 1.255 0.0315
H -4.922 4.127 1.494 0.1260
H -0.842 2.997 2.538 0.1091
H -1.129 2.980 1.070 -0.0883
H -2.032 1.803 2.143 0.1186
C -5.601 2.870 -1.910 -0.0338
C -5.407 1.502 -1.213 -0.2903
O -4.193 1.125 -0.659 -0.0997
C -6.563 0.508 -1.307 -0.0229
H -6.450 3.226 -1.475 0.0303
H -5.504 3.098 -3.103 0.1585
H -5.081 3.707 -1.498 0.0493
H -7.493 0.781 -0.901 0.0618
H -6.265 -0.340 -0.723 0.0665
H -6.770 0.294 -2.404 0.1212
C -3.697 -1.323 1.828 -0.0225
C -4.170 -2.674 2.267 -0.3652
O -5.113 -3.220 1.456 -0.0645
C -3.803 -3.372 3.561 -0.0530
H -3.980 -1.113 0.839 0.0469
H -2.636 -1.513 1.689 0.0731
H -3.875 -0.541 2.526 0.0819
H -4.174 -4.509 3.608 0.1212
H -4.121 -2.896 4.586 0.1133
H -2.679 -3.461 3.659 0.0621
C 0.733 -4.939 3.110 -0.0127
C 0.349 -3.455 2.943 -0.3558
O 0.031 -2.962 1.761 -0.0217
C 0.523 -2.638 4.183 -0.0235
H 0.186 -5.466 4.038 0.1370
H 1.735 -5.069 3.388 0.0543
H 0.383 -5.544 2.368 0.0379
H 0.221 -3.227 4.915 0.0297
H 0.007 -1.696 4.204 0.0561
H 1.604 -2.417 4.316 0.0992
C 1.699 0.434 4.349 -0.0357
C 0.287 1.130 4.468 -0.3707
O -0.714 0.479 4.021 -0.0216
C 0.226 2.571 5.116 -0.0148
H 2.450 1.227 4.038 0.0941
H 1.542 -0.287 3.497 0.0577
H 2.042 -0.264 5.133 0.0786
H -0.852 2.862 5.129 0.0895
H 0.815 3.316 4.408 0.1230
H 0.679 2.662 6.025 0.0294
```

Calculated values
LUMO = -0.07 eV
ΔE to the lowest compared entry with this formula, charge and spin = 282.9 kJ/mol
SMILES = CCOC(C)=O.CCOC(C)=O.CC(C)=O.CC(C)=O.CC(C)=O.CC(C)=O.CC(C)=O.CC(C)=O.CC(C)=O.CC(C)=O.CC(C)=O
frontier orbital gap = 9.2 eV

***

Entry from the OMol25 dataset: 9 unconnected molecules or ions with the total composition C35H71Br2NO16PS at a distorted geometry (ωB97M-V/def2-TZVPD).

```
127
Properties=species:S:1:pos:R:3:lowdin_charge:R:1
C 3.084 -2.258 1.152 -0.1201
C 2.673 -3.035 2.367 -0.7799
Br 1.571 -4.490 2.069 0.8409
C 3.075 -2.746 3.610 -0.8336
Br 2.673 -3.626 5.189 0.8516
N 3.931 -1.572 3.837 -0.1566
P 5.668 -1.548 3.180 0.4024
S 6.040 0.080 2.310 0.3407
H 2.305 -2.316 0.387 0.0835
H 3.257 -1.198 1.361 0.0709
H 3.982 -2.692 0.699 0.0710
H 3.491 -0.674 3.525 0.0647
H 4.006 -1.459 4.849 0.0922
H 5.727 -2.763 2.495 0.0095
H 6.282 -1.828 4.400 -0.0063
O 5.146 -1.451 -0.836 0.0489
C 6.172 -1.829 -1.350 -0.5208
O 6.084 -2.494 -2.503 0.0120
C 7.238 -2.895 -3.270 -0.2138
C 7.817 -4.197 -2.765 -0.0526
C 7.516 -1.626 -0.687 0.0074
H 7.970 -2.088 -3.296 0.1131
H 6.851 -3.005 -4.280 0.1260
H 8.189 -4.104 -1.744 0.0707
H 8.645 -4.517 -3.397 0.0893
H 7.059 -4.979 -2.769 0.0666
H 7.677 -2.445 0.015 0.0920
H 7.480 -0.692 -0.132 0.0492
H 8.357 -1.601 -1.372 0.0759
O 1.608 5.209 2.255 0.1121
C 1.858 4.152 1.747 -0.5690
O 3.121 3.950 1.296 -0.0126
C 3.587 2.662 0.873 -0.2466
C 3.246 2.325 -0.563 -0.0370
C 0.808 3.081 1.554 0.0425
H 3.232 1.900 1.570 0.0775
H 4.668 2.722 1.000 0.1119
H 2.170 2.267 -0.730 0.0642
H 3.681 1.361 -0.833 0.0781
H 3.649 3.087 -1.229 0.0893
H 0.284 3.281 0.620 0.0967
H 0.093 3.155 2.370 0.0849
H 1.189 2.066 1.516 0.0806
O -0.220 1.712 -2.366 0.0797
C -1.260 2.207 -2.005 -0.5282
O -1.715 1.845 -0.789 -0.0472
C -2.850 2.469 -0.148 -0.2137
C -4.167 1.876 -0.585 -0.0408
C -2.083 3.130 -2.859 0.0227
H -2.818 3.548 -0.299 0.1196
H -2.679 2.284 0.912 0.1197
H -4.350 2.044 -1.646 0.0579
H -4.964 2.351 -0.014 0.0602
H -4.180 0.799 -0.401 0.0846
H -2.720 2.522 -3.501 0.0971
H -1.405 3.705 -3.484 0.0971
H -2.721 3.810 -2.306 0.0577
O -4.901 4.496 -3.165 0.0980
C -5.650 3.926 -3.912 -0.5170
O -5.699 2.579 -3.836 -0.0188
C -6.652 1.793 -4.564 -0.2288
C -6.191 1.484 -5.972 -0.0603
C -6.463 4.653 -4.955 0.0197
H -7.630 2.274 -4.548 0.1125
H -6.736 0.878 -3.980 0.1259
H -6.086 2.389 -6.570 0.0695
H -6.910 0.831 -6.465 0.0839
H -5.225 0.980 -5.947 0.0834
H -5.833 4.798 -5.833 0.0990
H -6.721 5.629 -4.555 0.0925
H -7.371 4.140 -5.259 0.0713
O 6.214 -7.192 -1.690 0.1020
C 5.164 -7.397 -1.144 -0.5218
O 5.120 -8.349 -0.193 0.0029
C 3.973 -8.574 0.631 -0.2375
C 2.949 -9.466 -0.039 -0.0592
C 3.894 -6.677 -1.548 0.0194
H 3.539 -7.629 0.963 0.1013
H 4.372 -9.065 1.517 0.1236
H 2.540 -9.008 -0.939 0.0684
H 2.124 -9.673 0.644 0.0832
H 3.409 -10.411 -0.323 0.0871
H 3.463 -7.197 -2.403 0.0999
H 4.165 -5.672 -1.862 0.0847
H 3.145 -6.607 -0.763 0.0599
O -4.039 -3.777 -0.565 0.1082
C -2.920 -3.383 -0.747 -0.5317
O -2.732 -2.090 -1.064 0.0017
C -1.432 -1.480 -1.129 -0.2220
C -0.748 -1.707 -2.460 -0.0575
C -1.732 -4.320 -0.690 0.0073
H -0.816 -1.812 -0.289 0.1092
H -1.629 -0.422 -0.987 0.0955
H -0.549 -2.764 -2.643 0.0660
H 0.193 -1.158 -2.488 0.0776
H -1.379 -1.337 -3.267 0.0872
H -1.635 -4.800 -1.664 0.0962
H -1.950 -5.085 0.050 0.0877
H -0.790 -3.838 -0.446 0.0434
O -5.887 3.885 1.454 0.0937
C -7.040 4.171 1.633 -0.5169
O -7.979 3.331 1.155 0.0022
C -9.376 3.495 1.431 -0.2339
C -10.046 4.455 0.471 -0.0618
C -7.452 5.459 2.308 0.0166
H -9.527 3.785 2.472 0.1117
H -9.785 2.494 1.316 0.1237
H -9.641 5.463 0.560 0.0692
H -11.116 4.499 0.672 0.0834
H -9.898 4.120 -0.555 0.0820
H -7.458 6.246 1.554 0.0982
H -6.696 5.703 3.048 0.0908
H -8.425 5.429 2.789 0.0704
O 2.863 0.908 3.675 0.0062
C 2.495 1.860 4.347 -0.4806
O 1.468 1.671 5.152 0.0331
C 0.975 2.698 6.046 -0.1964
C 0.012 3.633 5.352 -0.0465
C 3.133 3.212 4.189 0.0594
H 1.812 3.225 6.504 0.1157
H 0.477 2.136 6.831 0.1264
H 0.490 4.191 4.547 0.0649
H -0.386 4.348 6.071 0.0914
H -0.819 3.070 4.928 0.0882
H 2.658 3.718 3.346 0.0552
H 4.183 3.068 3.945 0.1104
H 3.049 3.849 5.063 0.0960
```

Calculated values
LUMO = -2.78 eV
charge = +1
frontier orbital gap = 8.6 eV

***

Entry from the OMol25 dataset: 11 unconnected molecules or ions with the total composition C35H71F2O30P at a distorted geometry (ωB97M-V/def2-TZVPD).

```
139
Properties=species:S:1:pos:R:3:lowdin_charge:R:1
C 1.743 1.321 1.508 -0.1152
C 1.568 2.032 0.182 -0.2523
C 0.991 3.437 0.258 -0.5249
F 0.607 3.809 -1.032 -0.0852
P -0.498 3.760 1.360 0.9677
C -2.022 3.163 0.501 -0.3866
C -2.287 1.673 0.567 -0.2583
F -1.431 0.942 -0.255 -0.0678
H 2.251 0.380 1.341 0.0730
H 0.791 1.072 1.961 0.0458
H 2.307 1.922 2.215 0.0747
H 2.553 2.117 -0.274 0.1099
H 0.967 1.451 -0.510 0.0904
H 1.751 4.151 0.555 0.0971
H -0.315 2.957 2.504 -0.0674
H -1.986 3.513 -0.524 0.0592
H -2.881 3.648 0.950 0.0710
H -3.299 1.480 0.217 0.1005
H -2.151 1.312 1.582 0.1054
C -4.879 0.230 -5.067 -0.0331
O -3.468 0.417 -4.956 0.0112
C -3.118 1.482 -4.236 -0.6164
O -3.873 2.251 -3.699 0.1239
O -1.788 1.542 -4.206 -0.0208
C -1.260 2.638 -3.455 -0.0275
H -5.039 -0.666 -5.660 0.0961
H -5.324 0.087 -4.085 0.0834
H -5.348 1.073 -5.571 0.0997
H -1.563 2.565 -2.414 0.0674
H -1.579 3.588 -3.879 0.1063
H -0.177 2.570 -3.511 0.0911
C 0.708 -0.200 -3.888 -0.0303
O 1.025 -1.587 -4.068 0.0091
C 2.045 -2.013 -3.328 -0.6473
O 2.687 -1.348 -2.556 0.1176
O 2.244 -3.305 -3.597 -0.0004
C 3.325 -3.895 -2.874 -0.0389
H -0.127 0.021 -4.537 0.0821
H 0.423 -0.004 -2.856 0.0950
H 1.558 0.422 -4.171 0.1013
H 3.142 -3.848 -1.802 0.0973
H 4.265 -3.402 -3.115 0.0955
H 3.375 -4.935 -3.185 0.0933
C 3.862 -1.083 -6.252 -0.0130
O 5.283 -1.113 -6.412 -0.0142
C 5.909 -0.024 -5.970 -0.6124
O 5.390 0.939 -5.470 0.1307
O 7.219 -0.188 -6.176 0.0017
C 8.014 0.917 -5.743 -0.0292
H 3.477 -2.017 -6.650 0.1034
H 3.602 -1.006 -5.198 0.0807
H 3.430 -0.256 -6.812 0.1062
H 7.901 1.077 -4.673 0.0792
H 7.749 1.820 -6.288 0.1009
H 9.050 0.667 -5.955 0.0962
C -1.524 3.974 6.059 -0.0322
O -1.889 2.680 5.559 -0.0032
C -2.765 2.027 6.321 -0.6164
O -3.244 2.426 7.352 0.1087
O -3.020 0.851 5.748 0.0050
C -3.955 0.039 6.468 -0.0280
H -0.815 4.405 5.358 0.0891
H -2.395 4.622 6.117 0.1006
H -1.046 3.890 7.033 0.0933
H -4.918 0.539 6.544 0.1003
H -3.577 -0.198 7.460 0.0956
H -4.069 -0.878 5.898 0.0939
C -5.391 0.286 13.607 -0.0439
O -4.902 0.256 12.266 0.0007
C -3.943 1.151 12.012 -0.6224
O -3.491 1.939 12.801 0.1235
O -3.580 1.018 10.738 0.0079
C -2.551 1.920 10.318 -0.0366
H -6.155 -0.482 13.676 0.0918
H -4.593 0.064 14.313 0.0967
H -5.832 1.255 13.834 0.0970
H -1.643 1.759 10.897 0.0994
H -2.882 2.952 10.412 0.1038
H -2.357 1.708 9.278 0.0613
C 4.018 -4.806 -11.484 -0.0435
O 5.245 -4.873 -10.756 0.0025
C 5.466 -3.825 -9.958 -0.6219
O 4.734 -2.878 -9.822 0.1210
O 6.630 -4.012 -9.341 0.0085
C 6.997 -2.951 -8.450 -0.0317
H 3.965 -5.709 -12.085 0.0921
H 3.168 -4.775 -10.805 0.0966
H 4.007 -3.937 -12.139 0.0966
H 6.263 -2.841 -7.659 0.0766
H 7.108 -2.014 -8.991 0.1017
H 7.953 -3.225 -8.012 0.0968
C -8.605 -4.059 -0.471 -0.0321
O -7.462 -3.458 -1.087 0.0056
C -7.196 -2.223 -0.663 -0.6227
O -7.819 -1.607 0.161 0.1243
O -6.114 -1.786 -1.313 0.0037
C -5.713 -0.463 -0.956 -0.0461
H -8.709 -5.052 -0.898 0.0858
H -8.461 -4.149 0.603 0.0993
H -9.503 -3.482 -0.683 0.0978
H -5.456 -0.410 0.101 0.0944
H -6.497 0.254 -1.191 0.1022
H -4.832 -0.224 -1.547 0.0828
C -9.372 -9.689 2.008 -0.0392
O -9.171 -10.165 0.675 0.0066
C -9.033 -9.202 -0.236 -0.6223
O -9.065 -8.018 -0.022 0.1152
O -8.854 -9.777 -1.425 0.0063
C -8.689 -8.856 -2.505 -0.0387
H -9.467 -10.568 2.638 0.0932
H -8.519 -9.100 2.338 0.0973
H -10.284 -9.099 2.072 0.0972
H -7.809 -8.234 -2.350 0.0971
H -9.575 -8.233 -2.617 0.0967
H -8.554 -9.453 -3.402 0.0931
C 2.252 3.286 6.840 -0.0360
O 1.909 4.614 6.442 -0.0114
C 2.911 5.492 6.542 -0.6209
O 4.025 5.248 6.925 0.1292
O 2.460 6.680 6.142 0.0041
C 3.433 7.726 6.194 -0.0377
H 1.359 2.679 6.713 0.0851
H 3.045 2.886 6.211 0.0993
H 2.552 3.261 7.886 0.1003
H 4.274 7.501 5.540 0.0982
H 3.780 7.877 7.214 0.0979
H 2.937 8.627 5.845 0.0933
C 7.783 2.395 -1.885 -0.0403
O 9.204 2.351 -2.035 -0.0003
C 9.836 3.438 -1.590 -0.6227
O 9.318 4.403 -1.095 0.1260
O 11.144 3.267 -1.790 0.0026
C 11.951 4.364 -1.357 -0.0410
H 7.394 1.461 -2.282 0.0858
H 7.506 2.478 -0.836 0.0981
H 7.361 3.223 -2.452 0.1013
H 11.841 4.523 -0.286 0.0975
H 11.691 5.271 -1.899 0.0973
H 12.980 4.096 -1.576 0.0925
```

Calculated values
LUMO = 0.41 eV
ΔE to the lowest compared entry with this formula, charge and spin = 21.7 kJ/mol
SMILES = CC[C@@H](F)PCCF.COC(=O)OC.COC(=O)OC.COC(=O)OC.COC(=O)OC.COC(=O)OC.COC(=O)OC.COC(=O)OC.COC(=O)OC.COC(=O)OC.COC(=O)OC
frontier orbital gap = 8.9 eV

***

no.,E (eV)
1,-64030.4889
2,-231899.5996
3,-113594.8383